Entry 1:
DFT (wB97M-V/def2-TZVPD) results for the ion C8H23N6 with charge +1 at a distorted geometry.

Atoms and positions in Å:
N1 -1.852 -2.239 -0.318
N2 1.185 -2.483 -0.760
N3 -1.643 0.027 -0.213
N4 -0.872 1.188 -0.454
N5 0.517 1.032 0.447
N6 2.696 0.125 0.115
C1 -2.362 0.115 1.018
C2 0.540 -1.288 -0.001
C3 1.301 0.033 -0.320
C4 -1.580 2.497 -0.459
C5 1.350 0.256 -1.809
C6 1.064 2.170 1.035
C7 -0.944 -1.212 -0.663
C8 0.389 -1.523 1.549
H1 -3.265 0.649 0.864
H2 -1.614 -2.507 0.563
H3 -1.245 3.080 -1.260
H4 -1.933 -2.957 -1.004
H5 0.388 2.927 1.292
H6 1.333 -1.392 1.997
H7 -1.682 3.133 0.545
H8 1.866 2.661 0.339
H9 2.183 -2.436 -0.666
H10 -0.155 -0.643 1.972
H11 -0.567 1.038 -1.404
H12 -2.656 2.231 -0.698
H13 1.533 1.735 1.871
H14 0.663 -0.419 -2.392
H15 2.374 0.003 -2.164
H16 -0.048 -2.439 1.837
H17 -1.666 0.638 1.772
H18 0.921 -3.333 -0.379
H19 3.080 -0.622 0.619
H20 -2.841 -0.789 1.420
H21 1.246 1.302 -2.016
H22 3.321 0.630 -0.487
H23 -1.027 -1.186 -1.786

Summary:
Frontier orbital gap (eV): 10.2490
2S+1: 1
HOMO energy (eV): -12.6
SMILES string: CN1[C@H](N)[C@@](C)(N)[C@](C)(N)N(C)[N@@H+]1C
Strongest force on any atom (eV/A): 4.59
Charge: +1
Relative energy (zero: lowest compared OMol25 entry of this formula, charge and spin) (kcal/mol): 87.4
Calculated total energy (eV): -17598.8989

Entry 2:
DFT (wB97M-V/def2-TZVPD) results for a structure of composition C10H22B2F8LiO3 at a distorted geometry.

Atoms and positions in Å:
F1 -1.014 1.791 4.599
F2 -2.425 3.469 3.931
F3 -2.088 2.960 6.116
F4 -0.134 5.851 -1.593
F5 1.533 5.220 -0.180
F6 0.762 3.713 -1.660
F7 1.739 5.472 -2.413
F8 -3.173 1.489 4.836
O1 0.292 -3.970 0.024
O2 5.064 0.320 1.338
O3 -4.993 0.160 -1.095
C1 7.315 0.766 1.698
C2 5.795 -0.170 0.233
C3 7.030 0.705 0.260
C4 -5.558 1.032 -2.093
C5 5.956 0.613 2.409
C6 0.632 -5.100 -0.741
C7 -6.035 -0.862 -0.715
C8 -7.213 -0.475 -1.467
C9 -6.685 0.225 -2.712
C10 0.548 -4.837 -2.224
B1 0.976 5.039 -1.382
B2 -2.187 2.443 4.835
Li1 -0.236 0.254 0.963
H1 -5.781 -1.844 -1.114
H2 -5.945 1.899 -1.557
H3 5.144 -0.159 -0.642
H4 -7.870 -1.336 -1.584
H5 0.069 -5.943 -0.340
H6 7.858 0.268 -0.297
H7 0.000 -4.387 0.838
H8 -0.430 -4.465 -2.527
H9 0.705 -5.787 -2.736
H10 6.141 -1.204 0.236
H11 -4.776 1.343 -2.786
H12 1.257 -4.072 -2.542
H13 5.556 1.520 2.861
H14 1.680 -5.241 -0.477
H15 5.674 -0.151 3.134
H16 7.664 1.788 1.843
H17 -7.455 0.896 -3.093
H18 6.741 1.701 -0.076
H19 -6.281 -0.443 -3.472
H20 -7.697 0.400 -1.033
H21 -6.217 -0.948 0.356
H22 8.065 0.055 2.043

Summary:
Frontier orbital gap (eV): 6.8071
2S+1: 1
HOMO energy (eV): -7.1
Strongest force on any atom (eV/A): 3.79
Charge: -1
Relative energy (zero: lowest compared OMol25 entry of this formula, charge and spin) (kcal/mol): 105.2
Calculated total energy (eV): -40177.7805

Entry 3:
DFT (wB97M-V/def2-TZVPD) results for a cluster of 2 separate species, C3H5IOS in total at a distorted geometry.

Atoms and positions in Å:
I1 2.464 2.372 -1.050
S1 -0.752 -1.855 -0.147
O1 -0.580 0.146 1.397
C1 0.148 -0.370 -0.921
C2 -0.138 0.724 0.141
C3 -0.837 -1.112 1.340
H1 -0.947 1.397 -0.123
H2 0.887 1.185 0.276
H3 -0.199 -0.312 -2.002
H4 -1.223 -1.648 2.187
H5 1.176 -0.527 -1.097

Summary:
Frontier orbital gap (eV): 4.8823
2S+1: 1
HOMO energy (eV): -7.0
Strongest force on any atom (eV/A): 2.40
Relative energy (zero: lowest compared OMol25 entry of this formula, charge and spin) (kcal/mol): 47.5
Calculated total energy (eV): -24173.0060

Entry 4:
DFT (wB97M-V/def2-TZVPD) results for a structure of composition C2H4O2S at a distorted geometry.

Atoms and positions in Å:
S1 -2.129 0.580 -0.336
O1 -1.625 -1.037 -0.438
O2 -2.581 1.045 -1.619
C1 -0.309 -1.040 0.222
C2 -0.234 0.917 -0.205
H1 -0.130 -1.498 1.227
H2 0.464 -1.561 -0.509
H3 0.226 1.735 0.491
H4 0.158 0.857 -1.242

Summary:
Frontier orbital gap (eV): 9.9649
2S+1: 1
HOMO energy (eV): -9.4
Strongest force on any atom (eV/A): 4.32
Relative energy (zero: lowest compared OMol25 entry of this formula, charge and spin) (kcal/mol): 92.6
Calculated total energy (eV): -17065.2572

Entry 5:
DFT (wB97M-V/def2-TZVPD) results for an isolated molecule of C2H7N3O2 at a distorted geometry.

Atoms and positions in Å:
O1 0.400 0.912 -0.486
O2 0.177 -0.917 0.497
N1 -0.198 0.960 1.907
N2 1.235 -0.228 -0.319
N3 -1.850 0.302 0.386
C1 -0.479 0.325 0.682
C2 1.268 -0.938 -1.595
H1 -0.932 0.962 2.604
H2 -2.283 1.213 0.475
H3 -2.023 -0.068 -0.539
H4 0.776 0.825 2.157
H5 1.959 -0.408 -2.257
H6 0.284 -0.993 -2.071
H7 1.666 -1.944 -1.441

Summary:
Frontier orbital gap (eV): 10.0738
2S+1: 1
HOMO energy (eV): -9.1
SMILES string: CN1OC(N)(N)O1
Strongest force on any atom (eV/A): 1.92
Relative energy (zero: lowest compared OMol25 entry of this formula, charge and spin) (kcal/mol): 106.9
Calculated total energy (eV): -10749.4416

Entry 6:
DFT (wB97M-V/def2-TZVPD) results for a structure of composition C7H3HgNO5 at a distorted geometry.

Atoms and positions in Å:
Hg1 0.058 0.000 -3.722
O1 3.563 0.000 -0.406
O2 0.072 0.000 3.090
O3 2.509 0.000 -2.372
O4 -3.457 0.000 -0.404
O5 -2.409 0.000 -2.375
N1 0.053 0.000 -1.004
C1 -1.097 0.000 -0.371
C2 -1.145 0.000 1.015
C3 1.200 0.000 -0.363
C4 0.048 0.000 1.730
C5 2.580 0.000 -1.136
C6 1.247 0.000 1.023
C7 -2.476 0.000 -1.138
H1 2.204 0.000 1.518
H2 -2.115 0.000 1.489
H3 -0.835 0.000 3.427

Summary:
Frontier orbital gap (alpha / beta) (eV): 8.6254 / 5.8846
2S+1: 2
HOMO energy (alpha / beta) (eV): -5.6 / -5.7
Strongest force on any atom (eV/A): 1.87
Charge: -1
Relative energy (zero: lowest compared OMol25 entry of this formula, charge and spin) (kcal/mol): 15.7
Calculated total energy (eV): -23211.6795